Arrangement one

This record from OMol25 describes C4H5NO3 in the gas phase. The level of theory is ωB97M-V with the def2-TZVPD basis set.

Geometry as ORCA input:
```
! wB97M-V def2-TZVPD RIJCOSX def2/J DEFGRID3
* xyz 0 1
N -1.339 -0.182 -1.676
C -0.501 -0.056 -0.568
O 0.030 1.234 -0.252
C 0.853 1.011 0.869
O 1.557 2.040 1.260
C 0.788 -0.260 1.352
C -0.076 -0.951 0.454
O -0.511 -2.262 0.461
H -1.083 -0.219 -2.612
H -2.284 0.150 -1.479
H 1.806 2.570 0.550
H 1.573 -0.616 2.087
H -0.814 -2.458 -0.446
*
```

**SMILES string**: Nc1oc(O)cc1O
**Gap between HOMO and LUMO**: 8.35 eV
**Highest occupied orbital energy**: -7.67 eV



Arrangement two

This record from OMol25 describes a molecular structure, C4H5NO3. The level of theory is ωB97M-V with the def2-TZVPD basis set.

Geometry as ORCA input:
```
! wB97M-V def2-TZVPD RIJCOSX def2/J DEFGRID3
* xyz 0 1
C 1.130 -0.392 -0.733
C -0.012 -1.205 -0.260
C -0.399 0.526 0.258
C -0.156 1.008 1.466
O 0.994 0.135 -1.997
O -1.286 0.989 -0.671
N -0.488 -2.118 0.378
O 2.209 -0.497 -0.173
H 0.112 0.526 -2.115
H -1.821 1.706 -0.303
H -0.196 -3.075 0.216
H 0.655 0.585 2.038
H -0.742 1.810 1.896
*
```

**Gap between HOMO and LUMO**: 9.22 eV
**Highest occupied orbital energy**: -9.19 eV



Arrangement three

This record from OMol25 describes a molecular structure, C4H5NO3. The level of theory is ωB97M-V with the def2-TZVPD basis set.

Geometry as ORCA input:
```
! wB97M-V def2-TZVPD RIJCOSX def2/J DEFGRID3
* xyz 0 1
C -2.202 -0.270 0.843
C 2.197 0.880 -0.224
C 0.578 -0.084 0.237
C -1.005 -0.277 0.007
N -1.667 -0.536 -1.062
O -2.434 -0.051 1.985
O -1.540 -0.740 -2.196
O -2.975 -0.671 -0.245
H 3.004 0.156 0.076
H 2.360 1.278 -1.206
H 2.181 1.655 0.529
H 0.852 -1.163 -0.081
H 0.650 -0.179 1.337
*
```

**Gap between HOMO and LUMO**: 9.58 eV
**Highest occupied orbital energy**: -9.77 eV



Arrangement four

This record from OMol25 describes a molecular structure, C4H5NO3. The level of theory is ωB97M-V with the def2-TZVPD basis set.

Geometry as ORCA input:
```
! wB97M-V def2-TZVPD RIJCOSX def2/J DEFGRID3
* xyz 0 1
C -1.830 0.765 0.057
C -0.052 -0.407 -0.923
C 0.562 -1.027 0.355
C 1.004 0.711 -0.504
H -3.296 0.324 0.516
H -0.104 -0.986 -1.967
H 0.104 -0.587 1.331
H 0.687 -2.170 0.320
H 2.081 0.165 1.435
N 1.743 -0.160 0.298
O -0.955 1.638 0.546
O -1.408 -0.207 -0.766
O 1.465 1.940 -0.698
*
```

**Gap between HOMO and LUMO**: 9.40 eV
**Highest occupied orbital energy**: -9.73 eV



Question: which arrangement is favored energetically? Ranking from most to least stable: arrangement one, arrangement two, arrangement four, arrangement three.